A molecular structure, C76H59CoN7O4PS. Source: the OMol25 dataset; level of theory: ωB97M-V with the def2-TZVPD basis set.

Geometry (Å):
Co (0.5189, -0.0188, -0.0842)
C (3.2749, -9.0835, 1.7959)
O (2.7933, -8.2393, 2.8320)
C (2.4233, -6.9871, 2.4127)
C (1.1557, -6.5345, 2.7436)
C (0.7508, -5.2614, 2.3576)
C (1.5988, -4.4307, 1.6285)
C (2.8789, -4.8945, 1.3358)
C (3.2959, -6.1647, 1.7188)
C (1.1712, -3.0829, 1.1475)
C (0.2388, -2.9994, 0.1306)
C (-0.5672, -4.0865, -0.3584)
C (-1.4478, -3.5523, -1.2404)
C (-1.1276, -2.1442, -1.3673)
N (-0.1263, -1.8316, -0.5104)
C (-1.6749, -1.2712, -2.3158)
C (-1.1145, 0.0016, -2.5610)
C (-1.3522, 0.7763, -3.7503)
C (-0.4862, 1.8324, -3.7226)
C (0.2584, 1.7291, -2.5036)
C (1.0996, 2.7316, -1.9822)
C (1.3937, 3.9219, -2.8414)
C (2.0555, 3.7872, -4.0664)
C (2.2435, 4.8649, -4.9137)
C (1.7675, 6.1199, -4.5580)
O (1.9681, 7.1178, -5.4605)
C (1.3854, 8.3675, -5.1513)
C (1.1321, 6.2919, -3.3367)
C (0.9544, 5.1950, -2.4918)
C (1.5062, 2.7432, -0.6582)
N (1.2263, 1.7481, 0.2674)
C (1.5941, 2.2234, 1.4784)
C (1.6118, 1.5007, 2.6945)
C (1.4599, 2.2483, 3.9649)
C (0.5216, 3.2900, 4.0258)
C (0.2085, 3.9549, 5.2053)
C (0.8425, 3.5909, 6.3839)
O (0.5647, 4.1402, 7.6008)
C (-0.4906, 5.0805, 7.6247)
C (1.8184, 2.6075, 6.3514)
C (2.1212, 1.9539, 5.1660)
C (1.7139, 0.0817, 2.6379)
C (2.2552, -0.7864, 3.6464)
C (2.2449, -2.0557, 3.1346)
C (1.6539, -1.9692, 1.8443)
N (1.3572, -0.6533, 1.5562)
C (2.1505, 3.5482, 1.3338)
C (2.1366, 3.8461, 0.0095)
N (-0.1587, 0.6034, -1.8111)
C (-2.7925, -1.7191, -3.1990)
C (-4.0113, -1.0291, -3.2003)
C (-5.0623, -1.4161, -4.0126)
C (-4.9216, -2.5090, -4.8602)
O (-6.0091, -2.8323, -5.6183)
C (-5.8532, -3.9259, -6.4975)
C (-3.7218, -3.2020, -4.8956)
C (-2.6717, -2.7990, -4.0664)
H (3.5212, -10.0360, 2.2566)
H (4.1698, -8.6796, 1.3159)
H (2.5085, -9.2387, 1.0315)
H (0.4995, -7.1888, 3.3096)
H (-0.2389, -4.9057, 2.6216)
H (3.5589, -4.2464, 0.7889)
H (4.2989, -6.5050, 1.4745)
H (-0.4883, -5.1182, -0.0489)
H (-2.2310, -4.0644, -1.7788)
H (-2.0612, 0.5214, -4.5295)
H (-0.3874, 2.6211, -4.4564)
H (2.4250, 2.8096, -4.3569)
H (2.7595, 4.7528, -5.8640)
H (1.5874, 9.0170, -5.9952)
H (1.8206, 8.8058, -4.2502)
H (0.3050, 8.2811, -5.0134)
H (0.7563, 7.2610, -3.0253)
H (0.4290, 5.3312, -1.5551)
H (-0.0085, 3.5563, 3.1204)
H (-0.5524, 4.7287, 5.1905)
H (-0.6275, 5.3650, 8.6641)
H (-1.4202, 4.6486, 7.2445)
H (-0.2503, 5.9717, 7.0389)
H (2.3362, 2.3580, 7.2739)
H (2.9101, 1.2122, 5.1817)
H (2.6332, -0.4854, 4.6116)
H (2.5724, -2.9710, 3.6101)
H (2.5518, 4.1416, 2.1459)
H (2.5202, 4.7342, -0.4743)
H (-4.1302, -0.1754, -2.5396)
H (-6.0120, -0.8894, -3.9952)
H (-6.8083, -4.0587, -6.9945)
H (-5.5978, -4.8444, -5.9603)
H (-5.0811, -3.7322, -7.2496)
H (-3.5758, -4.0377, -5.5716)
H (-1.7317, -3.3420, -4.1044)
S (6.1195, -2.1004, -2.7700)
C (4.6001, -1.4359, -2.1154)
C (4.6118, -0.6387, -0.9883)
C (3.4034, -0.1969, -0.4665)
N (2.2378, -0.5060, -1.0090)
C (2.2264, -1.2379, -2.1096)
C (3.3834, -1.7259, -2.6992)
C (6.0429, -3.6795, -1.9345)
C (6.6700, -3.8564, -0.7132)
C (6.5893, -5.1010, -0.0981)
N (5.9357, -6.1406, -0.6168)
C (5.3265, -5.9500, -1.7879)
C (5.3521, -4.7464, -2.4835)
H (5.5443, -0.3837, -0.5005)
H (3.3673, 0.4116, 0.4294)
H (1.2461, -1.4551, -2.5207)
H (3.3253, -2.3398, -3.5893)
H (7.2071, -3.0384, -0.2483)
H (7.0728, -5.2713, 0.8593)
H (4.7929, -6.8051, -2.1922)
H (4.8419, -4.6425, -3.4333)
N (-1.0665, 0.2675, 0.8461)
P (-2.2633, 1.1425, 1.1232)
C (-2.4117, 2.8405, 0.4324)
C (-2.4162, 2.9058, -0.9636)
C (-2.5648, 4.1208, -1.6177)
C (-2.7066, 5.2936, -0.8825)
C (-2.6769, 5.2455, 0.5054)
C (-2.5293, 4.0249, 1.1612)
C (-2.5907, 1.2734, 2.9256)
C (-1.7004, 0.6278, 3.7725)
C (-1.8798, 0.6706, 5.1507)
C (-2.9605, 1.3543, 5.6918)
C (-3.8827, 1.9720, 4.8503)
C (-3.7051, 1.9201, 3.4710)
C (-3.8758, 0.4129, 0.5934)
C (-3.9675, -0.9781, 0.7144)
C (-5.1602, -1.6322, 0.4302)
C (-6.2753, -0.9064, 0.0176)
C (-6.1896, 0.4712, -0.1223)
C (-4.9935, 1.1301, 0.1662)
H (-2.3173, 1.9863, -1.5402)
H (-2.5674, 4.1502, -2.7031)
H (-2.8327, 6.2433, -1.3927)
H (-2.7856, 6.1570, 1.0837)
H (-2.5028, 3.9997, 2.2439)
H (-0.8614, 0.1010, 3.3268)
H (-1.1670, 0.1722, 5.8008)
H (-3.0928, 1.4027, 6.7675)
H (-4.7399, 2.4913, 5.2698)
H (-4.4406, 2.3766, 2.8147)
H (-3.0788, -1.5279, 1.0232)
H (-5.2197, -2.7124, 0.5241)
H (-7.2043, -1.4196, -0.2083)
H (-7.0520, 1.0359, -0.4577)
H (-4.9350, 2.2099, 0.0583)

Values from the calculation:
**2S+1**: 2
**E_tot**: -5738.17529 hartree
**<S²>**: 0.8397
**Kohn-Sham gap (alpha / beta)**: 4.088 / 5.328 eV
**ΔE to the lowest compared entry with this formula, charge and spin**: 0.0 kcal per mole
**Net charge**: -1
**Molar mass**: 1256.3 g mol⁻¹
**Highest occupied orbital energy (alpha / beta)**: -2.28 / -3.55 eV